Record 1
{
  "formula": "C7H10FN3",
  "method": "ωB97M-V/def2-TZVPD",
  "homo_energy_ev": -8.003,
  "homo_lumo_gap_ev": 8.3,
  "total_charge": 0,
  "e_lumo_ev": 0.3117,
  "relative_energy_kcal_mol": 43.3,
  "elements": ["C", "C", "C", "C", "C", "C", "C", "N", "N", "N", "F", "H", "H", "H", "H", "H", "H", "H", "H", "H", "H"],
  "positions_angstrom": [[-3.878904, 0.112329, 0.066132], [1.148166, -1.973027, -0.111185], [1.979069, -0.862524, 0.523590], [0.252264, -0.146351, -0.682619], [2.069459, 1.600231, 0.129994], [-2.626040, -0.081976, -0.581941], [-1.511855, 0.221887, 0.407589], [-4.939697, 0.210307, 0.503936], [0.201627, -1.484716, -0.830006], [1.359796, 0.334049, -0.009069], [-0.077766, 0.561360, -1.810913], [1.525975, -2.896602, 0.073492], [1.999281, -1.015291, 1.561832], [3.086143, -0.752710, 0.342339], [2.608456, 1.627734, 1.027797], [2.699967, 1.600484, -0.765199], [1.607412, 2.579797, 0.102707], [-2.401340, -1.172004, -0.706829], [-2.381956, 0.634238, -1.327489], [-1.318035, -0.289965, 1.350191], [-1.402019, 1.192750, 0.735652]],
  "atomic_forces_ev_per_a": [[-1.9, 0.0, -0.2], [0.7, 4.5, -0.7], [1.4, 0.7, -1.5], [-4.4, 4.9, 1.9], [-0.3, -0.4, -2.6], [2.3, -1.5, 2.5], [3.6, -1.6, -1.1], [0.4, 0.1, 0.1], [1.0, -3.3, 0.4], [-0.4, -1.3, 1.2], [0.5, -0.2, -0.1], [-0.1, -3.2, 0.0], [-0.7, 0.3, 2.0], [-0.6, -1.0, -0.5], [1.0, -0.4, 1.2], [0.7, 0.5, 0.4], [-1.3, -0.3, -0.1], [-0.8, 0.9, -1.1], [-0.5, -0.1, -1.4], [-0.6, -1.1, -0.4], [0.1, 2.7, -0.1]]
}

Record 2
{
  "formula": "C5H9NO",
  "method": "ωB97M-V/def2-TZVPD",
  "homo_energy_ev": -9.077,
  "homo_lumo_gap_ev": 9.9,
  "total_charge": 0,
  "e_lumo_ev": 0.8392,
  "relative_energy_kcal_mol": 123.9,
  "elements": ["C", "C", "C", "C", "C", "N", "O", "H", "H", "H", "H", "H", "H", "H", "H", "H"],
  "positions_angstrom": [[1.224032, -0.003173, -1.582900], [0.290268, -0.576278, -0.540635], [0.827692, -0.944515, 0.889037], [-0.434552, -0.303001, 1.529902], [-0.724606, 0.246680, 0.163428], [-1.447524, 1.138990, -0.335347], [-2.234937, 1.758061, 0.631410], [1.953067, -0.776604, -1.855436], [1.746796, 0.860096, -1.167237], [0.678103, 0.347271, -2.468038], [-0.555117, -1.340302, -1.410593], [0.987568, -2.004138, 1.072702], [1.741158, -0.377037, 1.120823], [-0.292889, 0.456292, 2.302186], [-1.181763, -1.031685, 1.860019], [-2.577297, 2.549343, -0.209322]],
  "atomic_forces_ev_per_a": [[0.1, 0.3, 0.3], [-2.3, -1.6, -2.8], [-0.2, -0.8, -0.5], [0.0, 0.1, 0.0], [0.1, 0.3, -0.3], [0.6, -0.6, -0.1], [-2.1, 4.5, -4.6], [-0.1, 0.3, -0.1], [0.2, 0.0, 0.0], [0.2, -0.2, 0.2], [2.7, 1.1, 3.2], [0.1, 0.0, 0.2], [-0.2, -0.2, -0.3], [0.0, -0.2, 0.0], [0.1, 0.1, 0.0], [0.9, -3.2, 4.8]]
}